[1]
{
  "formula": "C9H16N2O4",
  "method": "wB97M-V/def2-TZVPD",
  "smiles": "C[C@@H](O)[C@H](N)C(=O)N1CCC[C@H]1C(=O)O",
  "max_force_ev_per_a": 4.258,
  "energy_ha": -762.988183,
  "homo_lumo_gap_ev": 9.933,
  "charge": 0,
  "species": ["C", "C", "O", "C", "N", "C", "O", "N", "C", "C", "C", "C", "C", "O", "O", "H", "H", "H", "H", "H", "H", "H", "H", "H", "H", "H", "H", "H", "H", "H", "H"],
  "coordinates": [[2.999, -0.269, 1.181], [2.798, -0.721, -0.302], [2.798, -2.096, -0.457], [1.579, -0.063, -0.950], [1.866, 1.394, -1.096], [0.430, -0.559, -0.159], [0.402, -1.709, 0.374], [-0.769, 0.075, -0.241], [-0.951, 1.514, -0.409], [-2.316, 1.810, 0.017], [-2.822, 0.587, 0.844], [-1.913, -0.534, 0.452], [-2.600, -1.644, -0.402], [-3.660, -1.633, -0.942], [-1.941, -2.785, -0.217], [3.861, -0.751, 1.681], [3.364, 0.810, 1.118], [2.094, -0.207, 1.663], [3.659, -0.356, -0.841], [1.918, -2.287, 0.051], [1.483, -0.515, -1.920], [2.065, 1.867, -0.202], [1.035, 1.775, -1.589], [-0.225, 2.093, 0.086], [-0.966, 1.837, -1.425], [-2.402, 2.797, 0.544], [-2.885, 1.849, -0.953], [-3.864, 0.374, 0.833], [-2.545, 1.003, 1.851], [-1.475, -1.028, 1.385], [-1.018, -2.631, 0.027]],
  "mulliken_charge": [-1.247, -0.172, -0.671, 0.358, -0.636, 0.501, -0.934, 0.165, -0.757, -0.773, -0.785, -0.104, 0.423, -0.558, -0.522, 0.357, 0.347, 0.278, 0.543, 0.425, 0.234, 0.256, 0.361, 0.528, 0.227, 0.341, 0.296, 0.429, 0.264, 0.362, 0.466]
}


[2]
{
  "formula": "C9H16N2O5S",
  "method": "wB97M-V/def2-TZVPD",
  "smiles": "CSCC[C@H](NC(=O)[C@@H](N)CC(=O)O)C(=O)O",
  "max_force_ev_per_a": 2.608,
  "energy_ha": -1236.482320,
  "homo_lumo_gap_ev": 9.267,
  "charge": 0,
  "species": ["C", "S", "C", "C", "C", "N", "C", "O", "C", "N", "C", "C", "O", "O", "C", "O", "O", "H", "H", "H", "H", "H", "H", "H", "H", "H", "H", "H", "H", "H", "H", "H", "H"],
  "coordinates": [[3.589, -1.343, 3.754], [2.821, 0.281, 3.617], [1.497, -0.270, 2.502], [1.955, -0.106, 1.053], [0.939, -0.476, 0.027], [-0.398, -0.002, 0.316], [-1.436, 0.282, -0.487], [-2.570, 0.409, -0.007], [-1.173, 0.475, -1.966], [-0.620, -0.779, -2.567], [-2.503, 0.874, -2.683], [-2.866, 2.332, -2.366], [-2.102, 3.258, -2.520], [-4.108, 2.463, -1.885], [0.958, -2.027, -0.193], [0.277, -2.847, 0.341], [1.902, -2.293, -1.101], [4.535, -1.122, 4.364], [3.035, -2.167, 4.245], [3.884, -1.671, 2.789], [0.630, 0.331, 2.767], [1.283, -1.287, 2.684], [2.874, -0.721, 0.865], [2.283, 0.924, 0.873], [1.147, 0.054, -0.912], [-0.686, -0.112, 1.301], [-0.423, 1.281, -2.102], [-0.208, -0.657, -3.528], [-1.326, -1.483, -2.716], [-2.266, 0.854, -3.752], [-3.284, 0.166, -2.454], [-4.200, 3.395, -1.586], [1.771, -3.198, -1.430]],
  "mulliken_charge": [-0.824, -0.058, -0.701, -0.907, 0.313, 0.049, 0.349, -0.716, -0.074, -0.518, -0.711, 0.414, -0.580, -0.436, 0.228, -0.563, -0.448, 0.305, 0.287, 0.274, 0.366, 0.370, 0.265, 0.462, 0.295, 0.221, 0.383, 0.251, 0.254, 0.375, 0.371, 0.349, 0.356]
}


[3]
{
  "formula": "C9H16N2OS",
  "method": "wB97M-V/def2-TZVPD",
  "max_force_ev_per_a": 4.642,
  "energy_ha": -935.316681,
  "homo_lumo_gap_ev": [8.155, 8.154],
  "charge": 0,
  "species": ["C", "C", "C", "C", "C", "C", "C", "C", "C", "N", "N", "O", "S", "H", "H", "H", "H", "H", "H", "H", "H", "H", "H", "H", "H", "H", "H", "H", "H"],
  "coordinates": [[1.458, 4.010, 0.518], [1.662, 2.758, 0.958], [1.339, 2.711, -1.198], [-2.134, -0.995, 1.008], [0.224, -2.029, 0.328], [-1.388, -0.944, -1.410], [-0.461, 0.393, 0.421], [1.817, 0.556, -0.136], [-0.927, -0.990, 0.053], [1.171, 3.961, -0.837], [1.671, 1.927, -0.088], [-1.080, 1.488, -0.208], [3.259, -0.102, 0.821], [1.447, 4.852, 1.229], [1.894, 2.401, 1.990], [0.884, 2.133, -1.964], [-2.980, -0.332, 0.615], [-2.376, -2.032, 0.953], [-1.966, -0.655, 2.069], [1.152, -1.540, 0.139], [0.016, -2.846, -0.363], [0.370, -2.307, 1.391], [-2.444, -0.952, -1.592], [-1.049, -0.012, -1.854], [-0.917, -1.694, -2.028], [-0.174, 0.523, 1.409], [1.888, 0.221, -1.159], [-0.669, 2.225, 0.146], [2.533, -1.008, 1.488]],
  "mulliken_charge": [-0.458, -0.032, -0.139, -1.757, -1.346, -1.617, -0.937, -0.686, 2.526, -0.628, 0.080, -0.543, -0.196, 0.346, 0.331, 0.367, 0.362, 0.501, 0.352, 0.011, 0.458, 0.272, 0.384, 0.286, 0.382, 0.675, 0.510, 0.349, 0.147]
}


[4]
{
  "formula": "C9H16N2PSV",
  "method": "wB97M-V/def2-TZVPD",
  "max_force_ev_per_a": 3.396,
  "energy_ha": -2145.482671,
  "homo_lumo_gap_ev": [2.650, 4.889],
  "spin_multiplicity": 4,
  "charge": -1,
  "species": ["C", "C", "C", "C", "C", "V", "P", "H", "H", "H", "H", "H", "H", "H", "H", "S", "C", "N", "C", "C", "C", "N", "H", "H", "H", "H", "H", "H", "H", "H"],
  "coordinates": [[0.389, 0.159, -3.785], [-0.842, -0.570, -3.797], [-0.564, -1.912, -3.407], [0.844, -2.037, -3.188], [1.445, -0.759, -3.369], [0.051, -0.478, -1.900], [-0.493, 2.014, -1.384], [0.538, 1.194, -4.051], [-1.819, -0.155, -4.004], [-1.300, -2.695, -3.269], [2.493, -0.511, -3.266], [1.366, -2.931, -2.866], [-1.480, 2.339, -0.398], [-0.985, 2.839, -2.449], [0.578, 2.860, -0.947], [0.296, -1.770, 0.088], [0.132, -0.789, 1.527], [-1.073, -0.576, 2.063], [-1.309, 0.151, 3.317], [-0.143, 1.069, 3.606], [1.174, 0.345, 3.441], [1.216, -0.258, 2.104], [-1.841, -1.057, 1.605], [-1.437, -0.579, 4.128], [-2.243, 0.708, 3.206], [-0.224, 1.445, 4.628], [-0.177, 1.934, 2.935], [1.280, -0.444, 4.200], [2.026, 1.023, 3.520], [2.103, -0.561, 1.713]],
  "lowdin_spin": [0.013, 0.033, 0.021, 0.021, 0.027, 1.905, 0.040, 0.000, 0.007, 0.005, 0.010, 0.002, 0.006, 0.001, 0.018, 0.110, 0.068, 0.027, 0.130, 0.086, 0.155, 0.027, 0.017, 0.063, 0.026, 0.047, 0.010, 0.068, 0.036, 0.021]
}